The following is a quantum chemistry calculation of a 3-piece molecular cluster, C38H51ClFO8PS2 overall, from the Open Molecules 2025 dataset.

CARTESIAN COORDINATES (ANGSTROEM)
C 6.001 -3.557 1.539
C 7.562 -3.003 1.341
C 7.657 -1.378 1.560
C 6.420 -0.528 0.869
C 6.973 1.045 0.759
C 5.760 2.152 0.772
C 5.780 2.959 2.203
C 4.300 3.689 2.448
C 3.405 2.964 3.614
C 2.917 1.420 3.199
C 1.362 1.382 2.626
C 0.451 0.238 3.437
C -0.684 -0.477 2.491
C -0.833 -2.140 2.389
C 0.116 -3.160 3.262
C 1.093 -4.127 2.362
C 2.681 -3.620 2.400
S 2.772 -2.145 1.233
C -1.958 -2.877 1.394
P -2.143 -4.776 1.196
S -2.587 -5.722 2.842
C -2.992 -1.952 0.460
F -3.996 -2.560 -0.485
C -2.862 -0.325 0.605
C -1.736 0.414 1.598
C -1.797 2.078 1.581
O -1.652 2.818 2.691
C -2.098 2.762 0.086
C -1.417 4.153 -0.455
C -0.357 4.992 0.494
C -1.271 5.994 1.463
C -2.605 6.592 0.717
Cl -3.333 7.865 1.910
C -1.837 4.667 -1.982
C -2.896 3.891 -2.972
C -3.610 2.509 -2.413
C -3.177 2.018 -0.904
C -3.875 0.621 -0.309
O -5.154 0.282 -0.498
H 5.436 -2.784 2.212
H 5.989 -4.597 2.080
H 5.442 -3.650 0.513
H 8.253 -3.575 2.094
H 7.887 -3.256 0.244
H 8.657 -1.008 1.050
H 7.682 -1.115 2.702
H 5.459 -0.492 1.565
H 6.130 -0.893 -0.208
H 7.654 1.170 -0.186
H 7.618 1.205 1.741
H 5.936 2.963 -0.076
H 4.713 1.655 0.608
H 6.674 3.722 2.210
H 5.994 2.180 3.054
H 3.752 3.709 1.411
H 4.551 4.805 2.758
H 4.134 2.802 4.544
H 2.518 3.622 4.027
H 3.657 0.990 2.396
H 2.990 0.786 4.199
H 1.438 1.122 1.477
H 0.932 2.477 2.821
H 1.256 -0.519 3.880
H -0.084 0.701 4.399
H 0.793 -2.641 4.063
H -0.617 -3.877 3.874
H 0.775 -4.248 1.242
H 1.104 -5.185 2.914
H 3.306 -4.499 1.922
H 3.070 -3.406 3.487
H 2.381 -2.694 -0.030
H -3.257 -5.034 0.273
H -0.970 -5.341 0.513
H 0.285 5.703 -0.199
H 0.292 4.253 1.129
H -0.584 6.885 1.827
H -1.642 5.438 2.449
H -2.327 7.055 -0.323
H -3.473 5.791 0.567
H -1.321 5.664 -2.381
H -3.204 4.241 -4.053
H -4.396 1.863 -2.990
O -3.759 1.473 -7.955
C -4.480 0.940 -7.128
O -5.047 1.587 -6.068
C -5.977 0.691 -5.489
C -5.469 -0.650 -5.911
O -4.822 -0.381 -7.140
H -5.999 0.804 -4.402
H -6.973 0.906 -5.890
H -4.736 -1.060 -5.208
H -6.275 -1.376 -6.047
O -8.462 -3.087 -6.400
C -7.879 -3.955 -5.771
O -7.176 -3.734 -4.622
C -6.851 -5.005 -4.088
C -6.897 -5.901 -5.283
O -7.846 -5.273 -6.125
H -5.864 -4.987 -3.619
H -7.599 -5.273 -3.335
H -5.937 -5.949 -5.807
H -7.215 -6.916 -5.030

Properties
total charge = 0
energy = -102786.74685 eV
SMILES string = CCCCCCCCCCCCc1c(CCCS)c([PH2]=S)c(F)c2c1C(=O)c1c(CCCCl)cccc1C2=O.O=C1OCCO1.O=C1OCCO1